ORCA calculation (wB97M-V/def2-TZVPD) on a cluster of 20 separate species, C38H87N11O49 in total at a distorted geometry.

Geometry as XYZ:
```
185
Properties=species:S:1:pos:R:3:forces:R:3:lowdin_charge:R:1
C -0.38273 5.85895 -3.06947 -0.3 1.3 -0.6 -0.009
O 0.11836 5.25859 -4.29467 0.1 -3.0 2.0 0.006
C 0.41760 5.84104 -5.42471 -0.4 2.6 0.2 -0.659
O 0.22622 7.01128 -5.57757 -0.3 1.6 -0.7 0.129
O 0.95736 5.06451 -6.32006 0.1 -3.1 0.7 0.020
C 1.00986 5.42132 -7.66359 0.4 2.1 -1.6 -0.058
H -0.02649 6.87708 -2.91256 0.3 0.0 -0.5 0.094
H -0.12464 5.32318 -2.15598 0.4 -0.7 -0.7 0.076
H -1.47013 5.93408 -3.07043 0.0 -0.3 -0.4 0.087
H 1.26755 4.68039 -8.42036 -0.2 -1.1 1.1 0.094
H 1.81798 6.13893 -7.80523 -0.1 0.4 0.1 0.097
H 0.08964 5.88920 -8.01343 -0.1 0.1 0.3 0.100
C 8.60123 -2.57648 2.10019 2.4 1.4 0.5 -0.059
O 7.51742 -1.76645 1.75794 -2.5 -0.1 -1.2 -0.011
C 7.34050 -0.60661 2.37521 -0.1 0.3 2.6 -0.530
O 8.11619 -0.21879 3.23960 -1.5 0.3 -1.7 0.112
O 6.09940 -0.06361 2.01711 1.0 -0.7 0.2 -0.025
C 5.56161 0.97505 2.85319 0.5 0.6 1.6 -0.066
H 8.60119 -3.56446 1.63977 -0.6 0.3 0.0 0.104
H 8.83890 -2.56073 3.16385 -0.8 -0.5 0.3 0.086
H 9.46502 -2.00283 1.76418 0.5 -0.5 -0.5 0.098
H 5.73478 0.80018 3.91504 1.3 -0.2 0.0 0.084
H 4.48711 1.06850 3.01067 -0.4 -0.8 -1.8 0.063
H 5.93883 1.95955 2.57648 0.2 -0.1 -0.1 0.096
C -2.19637 1.92125 -3.25173 0.5 -0.6 0.0 -0.005
O -0.78196 1.98878 -2.85959 -0.3 -0.5 0.4 -0.023
C 0.08549 1.17532 -3.46175 -0.5 0.3 -2.1 -0.510
O -0.22574 0.35702 -4.34393 1.6 1.6 2.8 0.085
O 1.38600 1.49605 -3.11256 -0.8 -1.3 -0.8 -0.049
C 1.77795 2.64908 -2.36811 -0.8 0.8 -0.1 -0.040
H -2.44514 0.98792 -3.75681 0.5 0.2 -0.5 0.081
H -2.33110 2.79499 -3.88931 -0.4 -0.2 0.2 0.102
H -2.82382 1.86409 -2.36227 0.4 0.8 0.2 0.069
H 2.79312 2.95184 -2.62472 0.2 -0.7 -0.2 0.089
H 1.70429 2.47957 -1.29389 -0.2 0.0 0.0 0.078
H 1.20759 3.52057 -2.68949 -0.4 -0.1 0.2 0.075
C -1.87653 3.50146 4.47731 0.1 -1.8 -0.1 -0.023
O -2.62376 3.27290 3.25575 -1.0 0.3 0.5 -0.038
C -3.74228 2.47823 3.28204 1.0 -1.1 0.8 -0.547
O -4.09439 1.76426 4.20967 0.3 1.3 -1.2 0.114
O -4.25410 2.52769 2.05873 0.4 1.0 0.0 -0.016
C -5.24724 1.59258 1.66271 -0.1 -0.6 0.7 -0.019
H -0.83483 3.48468 4.15688 -0.3 0.6 0.1 0.068
H -1.97008 2.63222 5.12830 -0.3 -0.1 0.0 0.074
H -2.18580 4.35788 5.07646 0.0 0.3 -0.6 0.097
H -5.98575 1.48319 2.45690 -0.1 0.0 0.0 0.106
H -4.73767 0.63688 1.53992 -0.2 -0.1 -0.3 0.081
H -5.72036 1.94137 0.74477 0.3 0.1 0.1 0.079
C -4.00929 -2.08488 1.24240 -1.6 -1.8 -1.3 -0.082
O -3.17685 -1.20878 1.86678 1.4 1.2 1.9 -0.037
C -2.82278 -1.44026 3.15557 -2.3 -3.8 0.7 -0.563
O -3.28374 -2.32322 3.91794 1.1 2.9 -2.4 0.096
O -1.84298 -0.63553 3.38892 0.4 1.5 1.0 0.009
C -1.43862 -0.50422 4.75417 1.8 -0.8 0.0 -0.011
H -3.48095 -2.96297 0.87101 0.2 -0.1 0.0 0.087
H -4.43493 -1.57261 0.37955 0.0 0.0 0.0 0.083
H -4.80995 -2.46571 1.87643 -0.1 0.2 0.2 0.108
H -1.36113 -1.48047 5.23274 -0.4 -0.1 -0.1 0.097
H -1.99893 0.17158 5.40028 -0.3 0.1 -0.6 0.095
H -0.40233 -0.20515 4.59687 0.0 0.5 0.6 0.078
C 0.38120 7.80107 4.43595 -0.2 -1.0 1.0 -0.038
O 0.45086 7.33339 3.09772 0.1 0.5 -0.9 0.002
C 0.65881 6.03823 2.86160 0.2 0.2 -2.2 -0.599
O 0.47995 5.13838 3.61000 0.2 -1.0 1.5 0.123
O 1.05063 5.88474 1.56720 -0.4 0.5 0.1 -0.031
C 1.41361 4.56414 1.01016 0.7 1.2 1.7 0.012
H 1.33136 7.58690 4.92524 0.1 0.4 0.0 0.099
H -0.35860 7.25605 5.02224 -0.2 -0.2 -0.2 0.089
H 0.08543 8.84860 4.49356 0.4 -0.1 -0.6 0.099
H 1.85226 4.81969 0.04559 -0.7 -0.2 -0.2 0.090
H 0.61406 3.82666 1.08036 0.0 0.3 -0.4 0.069
H 2.26413 4.25183 1.61612 -0.1 -0.5 0.0 0.082
C 2.98663 -1.96259 5.38621 -0.2 0.3 -0.4 -0.036
O 3.89742 -3.04329 5.56661 0.8 0.0 0.3 -0.001
C 5.23490 -2.86092 5.46240 -2.0 3.2 -1.4 -0.611
O 5.76753 -1.81099 5.12576 -0.4 -1.3 0.5 0.102
O 5.77612 -3.99751 5.70550 2.9 -1.7 -0.3 0.057
C 7.21981 -4.04285 5.47639 1.1 -0.2 0.8 -0.012
H 3.42317 -0.96870 5.28773 0.5 -0.3 0.3 0.066
H 2.30175 -1.98477 6.23387 0.0 0.1 -0.2 0.101
H 2.45889 -2.12184 4.44588 -0.2 -0.2 0.1 0.080
H 7.63913 -4.81308 6.12371 -0.5 0.0 0.2 0.094
H 7.76649 -3.12371 5.68718 -0.8 0.3 0.5 0.093
H 7.62884 -4.27421 4.49289 -1.3 -0.3 -0.6 0.079
C -3.35454 -6.80497 2.62264 0.4 -1.4 -0.3 -0.084
O -2.80012 -5.59567 3.00927 4.5 2.2 0.0 -0.034
C -1.38823 -5.62260 3.01136 2.3 -1.1 -1.8 -0.394
O -0.62602 -6.63403 2.86592 -3.6 3.8 1.0 0.056
O -0.87078 -4.31615 2.98699 -2.0 -1.9 0.4 -0.041
C 0.53826 -4.12842 2.93973 0.5 -0.7 -0.4 -0.060
H -2.73323 -7.30729 1.88117 0.1 0.0 0.0 0.093
H -4.29789 -6.59149 2.12004 -0.2 -0.2 0.7 0.099
H -3.30280 -7.39070 3.54044 -1.1 -0.7 -0.3 0.103
H 0.75023 -3.06005 2.98129 -0.4 -0.1 0.5 0.075
H 0.97391 -4.44203 1.99106 -0.4 -0.3 -0.2 0.073
H 1.05235 -4.71733 3.69934 -0.1 0.3 0.3 0.100
C -7.33182 -0.33864 -0.47302 0.8 1.2 0.5 -0.091
O -7.99307 -1.50248 -0.18662 -1.8 -4.9 -0.8 -0.024
C -7.50288 -2.71201 -0.68880 2.2 -1.0 0.5 -0.445
O -6.36834 -2.88426 -1.15971 -2.9 0.9 0.7 0.085
O -8.36381 -3.74913 -0.41619 -0.4 2.5 -0.4 -0.030
C -8.10709 -5.15202 -0.57465 1.2 0.1 0.5 -0.034
H -7.27877 -0.13459 -1.54243 0.6 -0.2 0.2 0.091
H -6.42416 -0.39593 0.12779 0.7 0.5 -0.9 0.077
H -7.91979 0.45534 -0.01259 -0.2 0.0 -0.1 0.104
H -7.57715 -5.44978 0.33011 -0.2 -0.3 0.1 0.092
H -7.43498 -5.45080 -1.37907 -0.2 0.6 -0.4 0.093
H -9.06441 -5.66627 -0.65960 0.1 0.3 0.0 0.093
C -6.60186 2.96553 -4.07315 0.0 0.2 1.0 0.064
N -5.90134 1.93667 -3.21118 -1.1 -2.0 -1.4 -0.404
O -5.45034 0.96199 -3.83494 0.2 1.3 0.6 0.028
O -6.03893 1.96065 -2.01547 0.4 0.6 0.2 0.064
H -7.37272 2.43500 -4.63209 0.5 -0.1 -0.2 0.099
H -5.85424 3.47010 -4.68516 -0.3 -0.2 0.0 0.101
H -7.12439 3.62723 -3.38234 0.4 0.2 -0.1 0.095
C -4.53252 -2.11774 -4.03921 0.7 0.4 1.3 0.049
N -3.51908 -3.00061 -4.67804 -1.8 -1.0 0.1 -0.468
O -3.14377 -4.00985 -4.13800 0.1 -0.3 0.5 0.053
O -3.18620 -2.67464 -5.77532 0.9 0.9 -1.9 0.067
H -5.10852 -2.60235 -3.25087 -0.1 -0.5 -0.5 0.079
H -5.09162 -1.54581 -4.77976 0.3 -0.3 0.1 0.093
H -3.86663 -1.47223 -3.46649 -0.2 0.6 -0.1 0.086
C 2.79703 0.40391 -5.63019 0.6 0.0 -0.7 0.037
N 2.58395 1.77566 -6.26252 0.9 1.0 1.0 -0.383
O 1.53759 1.93278 -6.86620 1.1 0.1 0.2 0.071
O 3.44914 2.67269 -6.05238 -1.9 -2.1 -0.6 0.014
H 1.94781 -0.20701 -5.93628 -0.1 0.3 0.6 0.095
H 3.02263 0.50848 -4.56893 -0.8 0.2 -0.1 0.075
H 3.69908 -0.07525 -6.01071 0.1 0.5 -0.5 0.077
C 5.22024 2.00213 -1.36649 1.9 0.7 0.2 0.026
N 4.18524 1.06696 -1.06136 -3.7 -1.7 0.2 -0.421
O 3.91611 0.19366 -1.88806 0.4 0.8 0.9 0.061
O 3.58035 1.18259 0.03402 1.5 0.0 -2.2 0.038
H 4.88464 3.03606 -1.28617 0.0 -0.3 0.7 0.107
H 5.73868 1.93364 -2.32285 -0.8 -0.8 -0.2 0.112
H 5.92024 1.62206 -0.62241 0.6 1.2 0.3 0.109
C 2.95802 2.83259 4.86200 -0.5 1.2 -0.2 0.042
N 2.20569 1.59247 4.82172 1.5 -2.2 -1.3 -0.432
O 1.96553 1.07243 3.72278 -0.3 1.1 1.0 0.043
O 2.13043 1.00449 5.86417 -1.0 -0.5 1.2 0.072
H 2.66932 3.28625 3.91387 0.6 0.7 0.3 0.088
H 4.01570 2.62900 5.02925 -0.1 -0.4 -0.6 0.107
H 2.67632 3.36440 5.77080 -0.4 0.2 -0.4 0.108
C 4.01155 -3.69572 0.52367 -0.8 -0.8 -0.2 0.075
N 2.63446 -3.11545 0.46681 -0.4 1.6 -0.8 -0.412
O 2.39379 -2.14675 1.17841 0.3 -0.8 0.0 0.041
O 1.84028 -3.55453 -0.35268 0.7 -0.2 0.6 0.046
H 3.84184 -4.61644 1.08187 0.4 0.1 0.4 0.105
H 4.70508 -2.98546 0.97382 -0.2 -0.2 -0.1 0.099
H 4.25036 -4.02812 -0.48657 0.1 0.4 0.1 0.089
C 3.51567 -3.23559 -3.49133 -0.6 0.6 -0.7 0.026
N 4.72894 -2.64598 -4.05885 1.4 -0.4 1.5 -0.454
O 4.66735 -2.24979 -5.18076 0.4 0.7 -1.5 0.079
O 5.72993 -2.62765 -3.33381 -0.9 0.1 -0.8 0.046
H 2.72659 -3.04950 -4.21990 0.0 -0.1 0.1 0.091
H 3.31048 -2.60079 -2.62933 -0.1 -1.0 0.5 0.096
H 3.72349 -4.30487 -3.45203 -0.2 0.2 0.9 0.100
C 0.09769 -0.40294 0.59809 0.7 0.3 0.1 0.038
N -0.84199 0.71226 0.38868 -0.2 2.5 0.0 -0.378
O -0.50969 1.86565 0.75657 -0.1 -2.1 -0.3 0.020
O -1.88131 0.51169 -0.20032 0.2 -0.4 0.1 0.066
H 0.80905 -0.36875 -0.22706 -0.3 -0.1 -0.4 0.099
H -0.46191 -1.33796 0.62442 0.2 0.2 0.2 0.095
H 0.73729 -0.14329 1.44165 -0.5 -0.3 0.3 0.088
C -1.24617 -2.45509 -1.92468 -0.1 -0.4 -0.3 0.038
N -1.81184 -3.66765 -1.18470 -3.2 1.4 -2.7 -0.392
O -1.16093 -4.18979 -0.34455 0.7 -0.8 1.0 0.083
O -2.99601 -3.95469 -1.51676 2.6 0.3 1.3 0.013
H -1.46248 -2.48430 -2.99260 0.0 -0.7 0.1 0.076
H -0.16389 -2.46644 -1.79564 -0.3 0.3 0.3 0.069
H -1.80436 -1.57903 -1.59447 0.4 0.0 0.6 0.081
C -2.82706 5.29891 0.66636 -0.7 -1.0 1.0 0.055
N -3.69225 4.59752 -0.34774 -2.3 1.2 -0.5 -0.377
O -4.90894 4.50851 -0.05294 2.5 -0.2 -0.7 0.035
O -3.21893 4.27873 -1.43372 -0.3 0.1 1.3 0.044
H -2.39826 6.24425 0.33379 0.2 -0.5 -0.6 0.103
H -2.16061 4.51178 1.01903 0.5 0.4 -0.2 0.085
H -3.48389 5.50016 1.51262 0.0 0.0 -0.2 0.093
C 1.60925 -6.02398 -4.52362 1.5 1.2 -0.3 0.035
N 0.52734 -5.61100 -3.58468 1.2 2.1 -1.2 -0.407
O 0.68002 -4.53518 -2.96531 -0.1 -2.0 -0.5 0.027
O -0.46653 -6.23594 -3.70958 -1.9 -0.8 1.0 0.127
H 2.49839 -6.33290 -3.97399 -0.3 -0.3 0.1 0.094
H 1.90333 -5.09572 -5.01347 0.0 0.1 0.0 0.082
H 1.32624 -6.69549 -5.33422 -0.5 -0.3 0.8 0.103
```
Positions in Å, forces in eV/Å.

**Total energy**: -157498.5245 eV
**Molar mass**: 1482.142 g/mol
**Strongest force on any atom**: 5.34 eV/Å
**Frontier orbital gap**: 9.36 eV
**Highest occupied orbital energy**: -9.83 eV